This record from OMol25 describes a molecular structure, C25H59IN10PtSi. The level of theory is ωB97M-V/def2-TZVPD.

E_HOMO: -12.844 eV
Gap between HOMO and LUMO: 6.88 eV
Total energy: -2241.5283 Eh

Structure (ORCA input):
```
! RIJCOSX wB97M-V def2-TZVPD def2/J DEFGRID3
* xyz 2 1
Pt -0.082 -0.933 0.254
C 0.097 -0.797 -3.638
N -0.198 -2.174 -3.257
C -1.042 -2.912 -4.190
C 0.498 -2.789 -2.278
N 0.772 -2.141 -1.145
C 2.041 -2.425 -0.440
C 2.924 -1.190 -0.456
N 2.240 0.007 0.073
C 2.377 0.187 1.534
C 1.133 0.867 2.117
N -0.006 -0.085 2.116
C -0.634 -0.253 3.292
N -0.789 0.775 4.150
C -0.656 0.622 5.596
C -0.988 2.146 3.698
N -1.072 -1.469 3.674
C -0.411 -2.703 3.280
C -2.150 -1.645 4.641
C 2.811 1.174 -0.675
C 2.365 2.578 -0.306
N 1.017 2.797 -0.775
C 0.648 4.015 -1.038
N 1.184 5.129 -0.445
C 1.594 5.110 0.945
C 1.402 6.377 -1.161
N -0.337 4.240 -1.957
C -1.312 5.308 -1.824
C -0.579 3.320 -3.049
N 0.922 -4.054 -2.492
C 1.146 -5.029 -1.429
C 1.299 -4.534 -3.822
H -0.828 -0.244 -3.809
H 0.672 -0.782 -4.568
H 0.668 -0.307 -2.853
H -1.977 -2.366 -4.323
H -1.273 -3.894 -3.787
H -0.576 -3.023 -5.170
H 2.582 -3.244 -0.910
H 1.838 -2.757 0.588
H 3.168 -0.990 -1.500
H 3.874 -1.376 0.060
H 3.280 0.758 1.775
H 2.486 -0.794 2.006
H 0.877 1.759 1.544
H 1.363 1.170 3.140
H -0.231 -0.347 5.839
H -1.611 0.740 6.110
H 0.026 1.392 5.958
H -1.126 2.172 2.622
H -0.140 2.775 3.977
H -1.884 2.548 4.175
H 0.444 -2.486 2.645
H -1.101 -3.358 2.748
H -0.062 -3.228 4.172
H -2.752 -0.743 4.700
H -1.773 -1.899 5.633
H -2.789 -2.461 4.308
H 2.576 1.015 -1.728
H 3.902 1.114 -0.562
H 3.077 3.260 -0.788
H 2.507 2.743 0.769
H 1.108 4.280 1.458
H 1.277 6.039 1.422
H 2.678 5.022 1.070
H 1.225 6.232 -2.222
H 2.438 6.694 -1.029
H 0.752 7.178 -0.799
H -1.204 6.059 -2.611
H -1.210 5.794 -0.857
H -2.318 4.887 -1.891
H 0.255 2.628 -3.128
H -0.673 3.881 -3.982
H -1.504 2.754 -2.900
H 0.786 -4.648 -0.480
H 2.205 -5.280 -1.347
H 0.600 -5.941 -1.672
H 1.339 -3.709 -4.527
H 0.601 -5.291 -4.182
H 2.292 -4.979 -3.758
I -2.404 1.686 0.034
C -0.916 0.503 -0.898
H -0.086 1.199 -1.062
H -1.350 0.075 -1.791
C -1.942 -3.894 0.045
Si -2.227 -2.049 0.145
C -3.265 -1.713 1.656
C -3.217 -1.597 -1.377
H -1.528 -4.250 -0.897
H -2.933 -4.351 0.141
H -1.334 -4.280 0.865
H -4.317 -1.794 1.370
H -3.126 -0.730 2.102
H -3.081 -2.486 2.403
H -3.897 -2.431 -1.575
H -2.628 -1.446 -2.280
H -3.825 -0.708 -1.207
*
```

Löwdin population analysis, charges in e, atoms 1 to 6: 1.11, -0.03, -0.13, -0.04, -0.38, -0.10

=====

This record from OMol25 describes 5 unconnected molecules or ions with the total composition C25H60Br2FINO19P6. The level of theory is ωB97M-V/def2-TZVPD.

E_HOMO: -10.927 eV
Gap between HOMO and LUMO: 5.43 eV
Total energy: -10065.7448 Eh
Energy relative to the best compared isomer or geometry (same formula, charge and spin): 456.1 kcal per mole

Structure (ORCA input):
```
! RIJCOSX wB97M-V def2-TZVPD def2/J DEFGRID3
* xyz 1 1
C 1.969 -1.501 2.649
C 1.149 -2.159 3.927
O 0.919 -3.575 3.595
C -0.528 -3.866 3.480
C -0.627 -5.340 2.706
C -1.982 -5.454 1.775
C -1.544 -6.190 0.377
C -2.190 -5.515 -0.970
C -1.640 -4.012 -1.327
I -3.075 -2.390 -0.788
C -0.155 -3.533 -0.813
N 0.172 -2.349 -1.748
P 1.510 -1.160 -1.640
O 0.937 0.011 -0.439
Br 3.450 -2.099 -0.918
C -0.751 -2.221 -2.757
P -1.312 -0.746 -3.830
O -0.606 0.769 -3.319
Br -0.516 -1.039 -5.979
C -1.424 -3.706 -2.921
C -0.736 -4.830 -3.900
C 0.866 -5.081 -3.659
F -0.948 -4.337 -5.312
H 2.982 -2.072 2.454
H 1.323 -1.512 1.648
H 2.211 -0.387 2.932
H 1.896 -2.151 4.849
H 0.145 -1.597 4.185
H -1.032 -3.940 4.556
H -1.130 -3.042 2.893
H -0.559 -6.154 3.546
H 0.385 -5.433 2.083
H -2.538 -4.431 1.615
H -2.740 -6.158 2.348
H -1.972 -7.302 0.434
H -0.379 -6.309 0.228
H -2.019 -6.273 -1.862
H -3.376 -5.418 -0.871
H 0.752 -4.295 -0.928
H -0.057 -3.205 0.313
H 1.719 0.597 -0.208
H -1.281 1.347 -2.823
H -2.487 -3.543 -3.409
H -1.256 -5.891 -3.868
H 1.302 -5.699 -4.564
H 1.486 -4.089 -3.525
H 1.066 -5.753 -2.694
C 5.421 0.369 8.886
O 4.873 -0.479 7.895
P 5.479 -0.169 6.305
O 4.381 -1.054 5.708
O 6.815 -1.081 6.619
C 6.644 -2.424 7.039
O 6.085 0.141 4.714
C 6.604 1.446 4.567
H 5.057 0.045 9.864
H 6.513 0.312 8.879
H 5.103 1.398 8.707
H 5.647 -2.814 6.820
H 6.823 -2.483 8.117
H 7.383 -3.049 6.528
H 7.413 1.611 5.282
H 5.813 2.178 4.729
H 6.994 1.560 3.553
C 1.507 5.542 12.902
O 2.497 5.346 11.911
P 3.440 3.915 12.145
O 4.439 4.393 11.088
O 2.267 3.006 11.426
C 1.846 3.344 10.116
O 4.382 2.483 12.379
C 4.375 2.031 13.717
H 0.903 6.410 12.627
H 0.855 4.667 12.972
H 1.984 5.727 13.867
H 2.556 3.989 9.594
H 0.878 3.851 10.175
H 1.722 2.423 9.538
H 3.352 1.827 14.039
H 4.821 2.788 14.364
H 4.963 1.113 13.785
C -3.970 -0.950 -9.862
O -5.351 -0.836 -9.574
P -5.683 -0.375 -7.940
O -7.160 -0.726 -8.136
O -5.436 1.209 -8.320
C -6.197 1.790 -9.365
O -6.015 0.085 -6.306
C -4.954 -0.211 -5.423
H -3.850 -1.151 -10.930
H -3.449 -0.021 -9.618
H -3.542 -1.776 -9.290
H -7.089 1.211 -9.614
H -5.566 1.876 -10.256
H -6.507 2.793 -9.059
H -4.043 0.297 -5.747
H -4.785 -1.288 -5.398
H -5.220 0.132 -4.421
C -1.592 4.965 -11.619
O -2.973 5.078 -11.331
P -3.305 5.539 -9.697
O -4.783 5.188 -9.893
O -3.058 7.124 -10.076
C -3.819 7.705 -11.122
O -3.638 6.000 -8.063
C -2.576 5.704 -7.180
H -1.473 4.764 -12.686
H -1.071 5.894 -11.374
H -1.165 4.139 -11.047
H -4.711 7.125 -11.371
H -3.188 7.791 -12.012
H -4.129 8.708 -10.815
H -1.665 6.212 -7.503
H -2.407 4.626 -7.155
H -2.842 6.047 -6.177
*
```

Löwdin population analysis, charges in e, atoms 1 to 6: -0.11, -0.23, -0.24, -0.21, -0.16, -0.19